(1)
Entry from the OMol25 dataset: C24H37O2SiY as an isolated structure in a non-equilibrium geometry (the ωB97M-V functional and the def2-TZVPD basis).

Each line ends with the natural charge from an NBO analysis.
Positions of all 65 atoms, in Å:
O -0.21551 0.54108 -1.83339  -0.64
C 0.90135 0.61294 -2.80209  -0.11
C 0.32512 1.80504 -3.52328  -0.46
H 0.86790 -0.31139 -3.32504  0.24
H 1.88778 0.61586 -2.35928  0.21
C -0.91172 1.60021 -2.65983  0.33
H 0.06298 1.77582 -4.57487  0.21
H 0.91486 2.69442 -3.32046  0.22
C -2.00145 0.87154 -3.37658  -0.65
H -1.62067 -0.08036 -3.73015  0.23
H -2.45768 1.40778 -4.21288  0.22
H -2.78052 0.51523 -2.72274  0.24
C -1.22962 2.84545 -1.89433  -0.64
H -0.30905 3.29209 -1.52372  0.22
H -1.92320 2.68648 -1.06697  0.23
H -1.66803 3.58490 -2.57007  0.23
Y 0.31026 -0.60492 0.02888  1.70
C 0.76070 1.20377 1.88020  -0.28
C 1.80860 0.26339 2.02710  -0.38
C 2.60663 0.29813 0.83886  -0.40
H 1.99273 -0.31498 2.93052  0.25
C 2.01397 1.27266 -0.03245  -0.39
C 0.82634 1.76312 0.58593  -0.41
H 0.10089 2.46261 0.17832  0.23
H 0.08217 1.52357 2.66315  0.25
H 3.52339 -0.24666 0.65827  0.23
H 2.43494 1.65014 -0.95578  0.22
C -1.75957 -0.70339 2.15407  -0.28
C -1.82140 0.47358 1.20648  -0.40
C -2.21909 0.03387 -0.05918  -0.33
H -1.89890 1.50115 1.55495  0.21
C -2.02613 -1.40195 -0.12342  -0.50
C -1.52238 -1.82035 1.12943  -0.62
H -1.30108 -2.83489 1.42925  0.23
H -2.77096 -0.79804 2.61603  0.18
H -2.72221 0.64535 -0.79189  0.21
H -2.20906 -1.97632 -1.02982  0.23
O 0.24251 -1.73433 -4.07290  -0.55
C -0.04441 -0.82444 -5.20398  -0.09
C 0.45243 -1.36139 -6.53422  -0.43
H 0.60434 0.08302 -5.13718  0.17
H -1.11109 -0.53029 -5.21456  0.20
C 1.43049 -2.42739 -6.11331  -0.44
H 0.94810 -0.55005 -7.05423  0.21
H -0.37328 -1.66629 -7.16046  0.21
C 1.29607 -2.62494 -4.57178  -0.07
H 2.44592 -2.12771 -6.35528  0.21
H 1.21235 -3.33286 -6.65298  0.22
H 2.25171 -2.33202 -4.08284  0.17
H 1.07043 -3.68479 -4.31206  0.20
C 1.75803 -1.12384 6.40172  -1.10
Si 0.08970 -0.25932 6.26892  1.60
C -1.05843 -1.01285 7.53223  -1.11
C 0.37114 1.47840 6.91689  -1.10
C -0.47930 -0.39738 4.50959  -0.56
C -0.89470 -0.55967 3.36801  0.09
H 1.95915 -1.38989 7.44471  0.23
H 2.57007 -0.47541 6.05944  0.23
H 1.78706 -2.04256 5.80888  0.24
H -0.66201 -0.78261 8.53071  0.23
H -2.07372 -0.60299 7.50984  0.24
H -1.13754 -2.10150 7.46443  0.24
H 1.33407 1.90417 6.60759  0.24
H -0.41208 2.19068 6.63136  0.24
H 0.37064 1.44128 8.01824  0.23

***

(2)
Entry from the OMol25 dataset: C24H38AgNO8 as an isolated structure in a non-equilibrium geometry (the ωB97M-V functional and the def2-TZVPD basis).

## Properties
* net charge: -2

Each line ends with the Mulliken charge.
Positions of all 72 atoms, in Å:
Ag -0.06228 -0.32350 -0.19763  1.34
C -1.84718 -3.85864 -4.95311  -1.03
C -2.13347 -2.94968 -3.86389  0.56
C -0.99942 -2.66599 -2.77103  -0.07
O -1.23495 -1.84300 -1.86971  -0.46
C 0.19091 -3.39035 -2.91017  0.18
C 0.49840 -4.16586 -4.03075  0.51
C -0.62149 -4.48979 -5.06147  0.43
O -0.31931 -5.27839 -5.99946  -0.80
O 1.64286 -4.67235 -4.13670  -0.85
O -3.19272 -2.36177 -3.67692  -0.73
H -2.64702 -4.12394 -5.63225  0.36
H 0.96074 -3.07358 -2.20584  -0.10
C -3.14780 3.40446 -0.52061  -2.07
C -1.78931 2.88643 -0.01687  1.60
C -1.29093 3.96154 0.98258  -0.92
C -1.96496 3.89730 2.36344  -0.70
C -1.83819 2.49215 2.91954  -0.93
C -2.46652 1.45706 1.96223  1.64
N -1.79545 1.56334 0.64064  1.61
O -2.36672 0.63136 -0.27204  -0.91
C -3.96634 1.62922 1.95163  -1.95
C -2.05961 0.07086 2.50690  -2.19
C -0.77313 2.83023 -1.15280  -2.06
H -2.96804 4.27263 -1.16409  0.47
H -3.81114 3.77194 0.25916  0.33
H -3.61655 2.60507 -1.09798  0.39
H -1.41108 4.97870 0.60046  0.50
H -0.23337 3.78873 1.22092  -0.09
H -3.00338 4.23753 2.39806  0.41
H -1.51084 4.54955 3.12390  0.41
H -2.43474 2.46682 3.84506  0.35
H -0.82718 2.29040 3.28681  -0.08
H -4.46412 1.33036 2.88027  0.44
H -4.39111 1.09537 1.09362  0.36
H -4.39313 2.61472 1.75006  0.33
H -2.75137 -0.06771 3.35049  0.49
H -1.01289 0.02299 2.80074  0.18
H -2.31213 -0.75468 1.84115  0.44
H -0.64905 3.77159 -1.69670  0.39
H -0.99474 2.04880 -1.88145  0.45
H 0.20660 2.55227 -0.74802  0.09
C 2.69905 2.70732 1.62122  -1.46
C 2.14806 1.41266 2.11965  1.09
O 1.66250 0.62574 1.35153  -0.35
C 2.26291 1.13768 3.59286  -1.43
H 3.78172 2.76413 1.79904  0.47
H 2.25924 3.56544 2.13101  0.36
H 2.66073 2.82783 0.53961  0.25
H 1.67394 1.78150 4.25149  0.35
H 3.30343 1.10185 3.91273  0.41
H 1.77734 0.18419 3.82132  0.29
C 2.55068 -1.03563 -3.66623  -1.54
C 2.34137 -0.32055 -2.37481  0.96
O 1.30477 0.23675 -2.09266  -0.49
C 3.58576 -0.10045 -1.52271  -0.89
H 1.62109 -1.04132 -4.24789  0.34
H 2.59363 -2.12023 -3.51057  0.34
H 3.29746 -0.56166 -4.29808  0.46
H 4.39036 -0.05188 -2.26677  0.46
H 3.76962 -0.91343 -0.82239  0.08
H 3.66874 0.87609 -1.04793  0.15
C 2.49384 -4.54341 0.39231  -1.29
C 1.77224 -3.49474 1.17565  0.81
O 1.35956 -2.48638 0.66420  -0.43
C 1.66181 -3.74271 2.68420  -1.28
H 1.97768 -5.50415 0.32302  0.35
H 3.36037 -4.85278 0.99682  0.41
H 2.83637 -4.22548 -0.58741  0.26
H 1.74009 -4.80817 2.90833  0.41
H 0.72667 -3.31471 3.03624  0.30
H 2.52113 -3.30571 3.19803  0.29

***

(3)
Entry from the OMol25 dataset: C24H38FeN2O2S3Si2 as an isolated structure (the ωB97M-V functional and the def2-TZVPD basis).

## Properties
* 2S+1: 5
* <S²>: 6.01

Each line ends with the Löwdin spin population.
Positions of all 72 atoms, in Å:
Fe 0.22727 -0.42116 -0.15529  3.72
C -0.45633 2.92603 1.13053  0.00
C -0.87450 2.20088 2.40447  0.00
S -0.58759 0.41176 2.36968  0.02
C -2.21846 -0.18552 2.89062  0.00
C -3.43535 0.18498 2.03927  0.00
S -3.25782 -0.27928 0.30801  0.00
C -3.68754 1.23167 -0.57142  0.00
C -2.85569 2.46845 -0.24662  0.00
S -1.06882 2.22612 -0.40957  0.01
H -0.74547 3.97648 1.19554  0.00
H 0.62823 2.89424 1.02658  0.00
H -0.31237 2.61135 3.24410  0.00
H -1.93089 2.36033 2.61574  0.00
H -2.10859 -1.26906 2.95159  0.00
H -2.37350 0.17647 3.90893  0.00
H -4.30442 -0.32734 2.45514  0.00
H -3.63930 1.25374 2.10496  0.00
H -3.55787 0.95303 -1.61910  0.00
H -4.74305 1.46436 -0.42185  0.00
H -3.14720 3.26759 -0.92939  0.00
H -3.05872 2.82624 0.76321  0.00
O -1.96303 -2.05931 -3.15444  0.01
C -1.41242 -1.77084 -2.10721  0.01
O -0.84233 -0.65759 -1.81015  0.06
C -1.40372 -2.79757 -0.98705  0.00
C -1.94205 -4.05871 -1.17860  0.00
C -1.94718 -4.94630 -0.11903  0.00
C -1.44022 -4.53190 1.10424  0.00
C -0.92530 -3.25196 1.20465  0.00
N -0.88469 -2.40430 0.17682  0.03
H -2.34057 -4.30078 -2.15333  0.00
H -2.35109 -5.94376 -0.23712  0.00
H -1.43843 -5.18403 1.96712  0.00
H -0.53885 -2.88844 2.14360  0.00
C 4.87605 -2.02632 1.96173  0.00
Si 3.07963 -1.47062 1.92757  0.01
C 2.16787 -2.85695 2.78499  0.00
C 3.02580 0.01922 3.07140  0.00
C 2.39543 -1.00501 0.25900  0.04
C 2.80852 0.35959 -0.13726  0.01
C 4.10625 0.90107 -0.05771  0.00
C 4.35703 2.17010 -0.52760  0.00
C 3.32270 2.91223 -1.09216  0.00
C 2.07069 2.34150 -1.12784  0.00
N 1.81593 1.11696 -0.64106  0.03
Si 2.79123 -2.11090 -1.20365  0.01
C 4.64233 -2.35537 -1.42536  0.00
C 2.07368 -3.83246 -1.06703  0.00
C 2.25305 -1.31338 -2.80746  0.00
H 5.14839 -2.26093 2.99589  0.00
H 5.57119 -1.26123 1.60758  0.00
H 5.04157 -2.92464 1.36751  0.00
H 2.71912 -3.15568 3.68159  0.00
H 2.05486 -3.73916 2.15098  0.00
H 1.17918 -2.53395 3.10314  0.00
H 3.72819 -0.09760 3.90157  0.00
H 2.02862 0.16375 3.49230  0.00
H 3.29949 0.93357 2.53551  0.00
H 4.90310 0.29797 0.35550  0.00
H 5.35831 2.58086 -0.47506  0.00
H 3.48555 3.90172 -1.49550  0.00
H 1.23234 2.86897 -1.56360  0.00
H 5.07616 -2.96092 -0.63024  0.00
H 5.16803 -1.39553 -1.44375  0.00
H 4.84699 -2.86126 -2.37432  0.00
H 2.23702 -4.26853 -0.07842  0.00
H 2.57040 -4.47544 -1.80021  0.00
H 1.00370 -3.86146 -1.27543  0.00
H 2.90963 -0.46706 -3.03551  0.00
H 1.22505 -0.94987 -2.80742  0.00
H 2.34394 -2.03610 -3.62430  0.00

***

| no. | E (eV) |
| --- | --- |
| 1 | -38497.8072 |
| 2 | -47369.7255 |
| 3 | -115231.8530 |